Density functional theory data (wB97M-V/def2-TZVPD) for C11H13BrSi in the gas phase in a non-equilibrium geometry.

Structure (XYZ):
```
26
Properties=species:S:1:pos:R:3:forces:R:3
C 4.1648 1.7507 2.0771 -2.600 -2.207 -1.755
C 2.8307 1.5077 2.2783 2.067 0.942 -0.174
Si 1.6558 0.9114 1.0290 -0.665 0.403 -0.987
Br 2.7382 -0.2889 -0.4927 -0.105 -0.055 0.077
C 0.1072 1.5480 0.6217 0.044 0.685 1.462
C -0.7156 1.0904 -0.5795 1.358 1.427 0.085
C -1.8594 0.1358 -0.2725 -1.521 -0.699 -1.710
C -2.6704 -0.1771 -1.5984 0.277 1.532 0.864
C -2.2514 -1.0668 -2.4950 0.576 0.014 1.567
C -1.1394 -1.9691 -2.2429 -0.752 1.135 1.211
C -0.6145 -2.0140 -1.0271 2.052 -0.741 -0.796
C -1.0356 -1.1555 -0.0017 -2.343 0.932 2.823
C -0.7774 -1.5334 1.2475 0.553 -0.704 -0.093
H 4.7671 1.8454 2.8991 1.430 1.047 2.032
H 4.7263 1.4903 1.1584 -0.791 0.358 0.346
H 2.4363 1.7382 3.2602 0.017 -0.094 0.175
H -0.2990 2.3161 1.4028 0.435 -1.493 -1.595
H -1.0369 2.0503 -1.0233 -0.149 -0.621 -0.362
H -0.0262 0.5245 -1.2598 -0.598 0.912 0.180
H -2.6436 0.6828 0.4197 1.887 -1.860 -0.481
H -3.5406 0.4755 -1.8327 0.694 -0.543 0.260
H -2.7805 -1.2065 -3.3721 -1.037 -0.130 -1.727
H -0.8637 -2.6320 -2.9717 0.776 -1.502 -1.807
H 0.2572 -2.6322 -0.6974 -1.003 0.098 -0.776
H -1.2486 -0.9474 1.9864 -0.105 0.240 1.291
H -0.1808 -2.4441 1.4867 -0.500 0.926 -0.111
```
Positions in Å, forces in eV/Å.

Output
Spin multiplicity: 1
ΔE to the lowest compared entry with this formula, charge and spin (kJ/mol): 4.8
HOMO energy (eV): -7.80
Total charge: 0
SMILES string: C=C/[Si](Br)=C/C[C@H]1C=CC=CC1=C
F_max (Eh/bohr): 0.075
LUMO energy (eV): -0.1
HOMO-LUMO gap (eV): 7.72